Record 1
Here is C7H13HoNO2P as an isolated structure in a non-equilibrium geometry from OMol25. Energies are from ωB97M-V/def2-TZVPD.

The spin multiplicity is 5. The energy relative to the best compared isomer or geometry (same formula, charge and spin) is 0.00 kcal per mole. The calculation puts the LUMO energy (spin up / spin down) at 0.042 / -0.072 eV. Its gap between HOMO and LUMO (spin up / spin down) is 0.12574 / 0.19412 Ha. The HOMO energy (spin up / spin down) is -3.38 / -5.35 eV.

Cartesian coordinates (Å):
C1 -2.26214 2.04426 -1.24776
C2 -0.98542 2.45832 -1.71936
C3 -0.40164 1.36418 -2.42870
C4 -1.29765 0.24378 -2.33100
C5 -2.44204 0.66590 -1.58713
Ho1 -0.45570 0.57627 -0.02283
P1 -1.97031 1.09837 2.33734
H1 -3.02888 2.69915 -0.82976
H2 -0.63425 3.48659 -1.76460
H3 0.46653 1.42456 -3.10492
H4 -3.36392 0.10069 -1.47220
H5 -1.21113 -0.68156 -2.90268
H6 -3.08331 0.32153 2.77486
H7 -2.37210 2.32443 2.94182
H8 -1.14783 0.71293 3.43912
N1 2.70852 -2.78440 0.27504
C6 2.92908 -1.63367 1.21567
C7 1.60938 -0.94562 1.16336
O1 0.93281 -0.48051 2.11698
O2 1.17817 -0.91788 -0.07556
H9 1.97552 -3.38319 0.67118
H10 3.52037 -3.38543 0.11357
H11 2.37616 -2.31680 -0.58717
H12 3.22524 -2.00011 2.19840
H13 3.73455 -0.99176 0.82634

Atomic partial charges in e from the Mulliken method, atoms 1 to 6: C -0.402; C -0.609; C -0.400; C -0.485; C -0.595; Ho -0.072



Record 2
Here is a 14-piece molecular cluster, C10H44F3O16S overall in a non-equilibrium geometry from OMol25. Energies are from ωB97M-V/def2-TZVPD.

The calculation puts the LUMO energy at 2.090 eV. Its gap between HOMO and LUMO is 0.36081 Ha. The HOMO energy is -7.73 eV. As for the charge: -1.

Cartesian coordinates (Å):
C1 0.87542 0.74049 -1.33023
F1 1.38876 1.84858 -1.79265
F2 -0.42018 0.72988 -1.55030
F3 1.43362 -0.29798 -1.96501
S1 1.24907 0.51115 0.49474
O1 0.79738 1.75656 1.11005
O2 0.46981 -0.63224 0.93948
O3 2.67852 0.31232 0.53905
O4 0.64091 4.49271 -0.90878
H1 1.25452 4.57312 -0.15765
H2 1.00991 3.78408 -1.44188
O5 0.96593 2.10905 3.97988
H3 0.73686 2.02904 3.03915
H4 0.83279 1.22458 4.33502
O6 -3.08701 -1.24798 -2.23435
H5 -2.96301 -2.20815 -2.27311
H6 -2.21872 -0.90024 -2.00392
O7 3.41701 0.11988 -4.30194
H7 4.10540 -0.45948 -4.64727
H8 2.85613 -0.45216 -3.76379
O8 5.13979 1.43617 2.44578
H9 5.34925 0.79691 1.72148
H10 4.18698 1.35461 2.57205
O9 5.58771 -0.30479 0.45758
H11 4.65677 -0.39909 0.19792
H12 6.08826 -0.63403 -0.29492
O10 1.83658 4.51499 1.70098
H13 1.84761 3.55084 1.79985
H14 1.60542 4.85216 2.57177
O11 1.23103 -3.23729 2.00820
H15 1.21988 -2.38901 1.53801
H16 0.47374 -3.18559 2.60166
O12 4.82601 1.91670 -2.76018
H17 4.22494 1.46056 -3.38748
H18 4.24579 2.39353 -2.14556
O13 4.10059 2.60142 -0.01441
H19 3.66726 1.74801 0.19290
H20 4.79760 2.67978 0.64903
C2 0.22472 -3.19075 -3.70390
C3 -0.57855 -4.10033 -2.77350
C4 -0.23043 -3.81381 -1.31029
O14 -1.94711 -3.91132 -3.15533
H21 1.25785 -3.34249 -3.38260
H22 -0.06882 -2.14534 -3.71936
H23 0.10171 -3.56030 -4.72377
H24 -0.31747 -5.14530 -2.96585
H25 -0.87185 -4.30161 -0.57541
H26 -0.07224 -2.76283 -1.06663
H27 0.74862 -4.25814 -1.10165
H28 -2.50561 -4.44709 -2.57804
C5 -2.54010 -2.58352 1.08031
C6 -2.89241 -1.46532 2.09245
C7 -3.79982 -1.86079 3.25678
O15 -1.66961 -1.03674 2.69874
H29 -1.82312 -3.27764 1.52129
H30 -1.99625 -2.04509 0.30440
H31 -3.43307 -3.09411 0.72250
H32 -3.29825 -0.65298 1.48363
H33 -4.54524 -1.10670 3.51429
H34 -3.28288 -2.08912 4.18801
H35 -4.35479 -2.77014 3.00549
H36 -1.00172 -0.86907 2.00897
C8 -4.33410 1.51825 0.14180
C9 -3.72929 2.52694 1.10973
C10 -2.45431 3.16689 0.51951
O16 -4.67038 3.58804 1.30375
H37 -4.52241 1.88216 -0.86670
H38 -5.02677 0.73845 0.46819
H39 -3.52313 0.78906 -0.04540
H40 -3.46082 1.99596 2.02705
H41 -1.89177 3.67162 1.31167
H42 -2.62275 3.96015 -0.20854
H43 -1.78950 2.38969 0.14384
H44 -4.18670 4.41425 1.35347

Atomic partial charges in e from the Mulliken method, atoms 1 to 6: C 0.348; F -0.239; F -0.154; F -0.183; S 0.371; O -0.058



Record 3
Here is C12H27Cl2N2OP2PdS as an isolated structure in a non-equilibrium geometry from OMol25. Energies are from ωB97M-V/def2-TZVPD.

The spin multiplicity is 5. The calculation puts the LUMO energy (spin up / spin down) at -8.981 / -14.215 eV. Its gap between HOMO and LUMO (spin up / spin down) is 0.33478 / 0.14201 Ha. The HOMO energy (spin up / spin down) is -18.09 / -18.08 eV. As for the charge: +3.

Cartesian coordinates (Å):
C1 1.41042 -0.03946 -6.49040
C2 1.02528 0.34540 -5.10503
H1 2.49523 -0.05652 -6.58299
H2 0.97459 0.69038 -7.18367
H3 0.99084 -1.03107 -6.69856
O1 1.74879 0.60749 -4.16986
Cl1 -0.74487 0.38146 -4.94169
Pd1 -0.58247 0.00511 0.03387
P1 -0.13029 2.19704 -0.45732
C3 1.10394 3.11123 0.51061
C4 0.21263 2.66239 -2.15327
H4 0.11173 3.74986 -2.26502
H5 -1.64441 4.09538 -0.30042
H6 -0.48733 2.15072 -2.82017
H7 -2.49693 2.54863 -0.69485
H8 2.10941 2.86689 0.14125
H9 1.22248 2.34437 -2.43048
C5 -1.72129 3.02067 -0.07577
H10 0.92699 4.18961 0.38156
H11 -1.95704 2.85051 0.98588
H12 1.05064 2.85645 1.57818
P2 0.06550 -2.20698 -0.19876
C6 1.38406 -2.86588 0.86706
C7 -1.40383 -3.20037 0.26531
H13 -0.16863 -2.35142 -2.58623
H14 0.41846 -3.89868 -1.88147
H15 1.53273 -2.50648 -2.07979
C8 0.50418 -2.80289 -1.84723
H16 -2.24359 -2.87082 -0.36207
H17 -1.18860 -4.26749 0.09725
H18 1.34483 -3.96576 0.87352
H19 1.28026 -2.49801 1.89458
H20 -1.63974 -3.01490 1.32333
H21 2.36129 -2.54760 0.48074
Cl2 -1.84835 -0.45198 -1.97948
C9 -0.88184 -1.83070 4.17257
N1 -0.54866 -0.41029 4.20522
C10 0.21323 0.24458 5.16825
C11 0.34296 1.53898 4.77483
N2 -0.34880 1.65273 3.58721
C12 -0.89957 0.46045 3.23065
S1 -1.98516 0.18588 1.95811
H22 -1.94525 -1.96723 3.95862
H23 -0.32622 -2.35537 3.38805
H24 -0.61833 -2.24927 5.14037
H25 0.57946 -0.25289 6.03832
H26 0.83176 2.39348 5.22020
H27 -0.43047 2.49235 3.02895

Atomic partial charges in e from the Mulliken method, atoms 1 to 6: C -1.043; C 0.804; H 0.314; H 0.348; H 0.347; O -0.462



| no. | DFT total energy (eV) |
| --- | --- |
| 1 | -48137.49899 |
| 2 | -62835.43759 |
| 3 | -75818.17223 |